No. 1
DFT (the ωB97M-V functional and the def2-TZVPD basis) results for the molecule C2H4N4O2 at a distorted geometry.

Summary:
SMILES string ... CNn1onnc1=O
Energy ... -12189.824 eV
E_HOMO ... -10.47 eV
Orbital gap ... 10.22 eV
Relative energy (zero: lowest compared OMol25 entry of this formula, charge and spin) ... 84.5 kcal/mol
Lowest unoccupied orbital energy ... -0.3 eV

Atoms and positions in Å:
C (1.36001, -0.09462, 0.65548)
N (0.95759, 0.04500, -0.74516)
N (-0.39065, -0.00640, -0.95724)
O (-0.96437, -1.25120, -0.39516)
N (-2.18504, -1.03865, 0.14270)
N (-2.42462, 0.17854, 0.15832)
C (-1.24195, 0.90015, -0.32042)
O (-1.04493, 2.06108, -0.13511)
H (2.45169, 0.03008, 0.67076)
H (1.04017, -1.02539, 1.10197)
H (0.95022, 0.78451, 1.15795)
H (1.49187, -0.58312, -1.33410)

Forces on atoms 1 to 2 (eV/Å):
C 0.4 1.2 -0.4
N 0.0 0.1 0.4

Atom charges from the Mulliken analysis, given in e for atoms 1 to 4: -0.794 -0.323 0.139 -0.119


No. 2
DFT (the ωB97M-V functional and the def2-TZVPD basis) results for the molecule C2H4N4O2 at a distorted geometry.

Summary:
SMILES string ... Nn1ocn/c1=N\O
Energy ... -12189.739 eV
E_HOMO ... -8.85 eV
Orbital gap ... 9.52 eV
Relative energy (zero: lowest compared OMol25 entry of this formula, charge and spin) ... 86.4 kcal/mol
Lowest unoccupied orbital energy ... 0.7 eV

Atoms and positions in Å:
N (1.16490, 0.03812, 1.59857)
N (0.73211, -0.63156, 0.52169)
O (-0.54845, -1.46141, 0.90450)
C (-1.33440, -1.30533, -0.12924)
N (-1.00452, -0.45741, -1.11234)
C (0.15205, 0.13089, -0.57092)
N (0.66083, 1.29616, -0.80028)
O (0.04942, 2.02558, -1.77754)
H (0.85912, 1.04003, 1.69793)
H (2.13144, -0.11082, 1.81814)
H (-2.16079, -2.04046, -0.12218)
H (-0.70168, 1.47619, -2.02834)

Forces on atoms 1 to 2 (eV/Å):
N -0.8 1.4 0.0
N -0.6 0.0 -0.2

Atom charges from the Mulliken analysis, given in e for atoms 1 to 4: -0.395 0.092 -0.286 0.046


No. 3
DFT (the ωB97M-V functional and the def2-TZVPD basis) results for the molecule C2H4N4O2 at a distorted geometry.

Summary:
SMILES string ... [H]/N=c1\c(O)non1N
Energy ... -12185.718 eV
E_HOMO ... -8.66 eV
Orbital gap ... 8.40 eV
Relative energy (zero: lowest compared OMol25 entry of this formula, charge and spin) ... 179.2 kcal/mol
Lowest unoccupied orbital energy ... -0.3 eV

Atoms and positions in Å:
H (2.06044, 0.25017, -0.61958)
N (1.38541, -0.54480, -1.26079)
C (0.40156, 0.03910, -0.46137)
C (0.54179, 0.83609, 0.83457)
O (1.84536, 1.02592, 1.45020)
N (-0.48755, 0.96393, 1.61483)
O (-1.42966, 0.41474, 0.76133)
N (-0.88612, -0.35179, -0.30080)
N (-1.95948, -1.03381, -1.16749)
H (2.01386, 1.03603, 2.63597)
H (-1.99784, -0.57801, -2.16554)
H (-1.48777, -2.05756, -1.32134)

Forces on atoms 1 to 2 (eV/Å):
H -0.4 -3.3 -3.2
N -1.2 6.4 5.6

Atom charges from the Mulliken analysis, given in e for atoms 1 to 4: 0.300 -0.656 0.217 0.619